Computed, not measured: the molecule C4H6N4, with ωB97M-V with the def2-TZVPD basis set.

Element x y z (Å)
C 2.70210 0.45501 0.16854
C 1.43728 -0.17535 -0.43459
C 0.09401 0.19192 -0.47075
N -0.42558 1.33466 -0.60524
N -1.70187 1.45419 0.12207
C -2.54959 0.36019 0.15142
N -1.83811 -0.94338 -0.25938
N -0.44730 -0.93148 0.22784
H 3.73332 -0.16110 0.30514
H 2.88371 1.44678 0.78661
H 1.67524 -1.31781 -0.60860
H -3.44551 0.29591 0.57217
H -1.89780 -1.18883 -1.24582
H -0.21990 -0.82070 1.29059

Forces on the atoms, in the same order (eV/Å):
-2.2 -1.6 -0.3
10.5 -0.3 1.3
0.7 -1.0 2.9
-3.1 0.6 0.9
-2.6 -3.1 -0.8
10.6 1.3 -3.4
-1.6 1.4 3.1
-2.6 1.0 -0.7
-3.0 0.9 -0.8
-1.3 -1.8 -1.8
-0.6 2.6 -0.1
-3.7 0.2 1.7
0.4 0.1 0.4
-1.6 -0.5 -2.3

Output
F_max, eV Å⁻¹: 11.19
Structure (SMILES): C=CC1=NN=CNN1
HOMO level, hartree: -0.334
E_LUMO, eV: -0.462
Energy relative to the best compared isomer or geometry (same formula, charge and spin), eV: 7.4502
Total charge: 0
Calculated total energy, eV: -10198.4895
Multiplicity: 1

=====

Computed, not measured: the molecule C4H6N4, with ωB97M-V with the def2-TZVPD basis set.

Element x y z (Å)
H 2.38685 0.32751 -0.36783
N 2.55033 0.71294 0.62521
C 1.34753 0.76325 1.04376
N 0.01637 0.34378 0.41663
C -1.10996 0.59640 0.84491
N -2.16955 0.04119 0.15670
C -1.67382 -0.73944 -0.69010
C -0.30384 -0.47067 -0.74508
N 0.82372 -1.04493 -1.38589
H 1.16880 1.26325 2.14461
H -1.15946 1.00228 2.03915
H -2.34129 -0.93175 -1.48615
H 0.75431 -2.00896 -1.27447
H 1.08517 -0.92042 -2.46488

Forces on the atoms, in the same order (eV/Å):
1.0 0.2 1.4
-3.3 -0.9 -2.2
-0.5 1.2 2.6
6.1 -2.4 -4.3
-8.0 2.3 7.3
-1.1 4.3 7.3
3.8 0.3 -4.3
2.7 -1.0 -0.5
1.0 1.2 -3.0
0.0 -1.5 -2.8
-0.4 -0.6 -3.8
-0.1 -1.6 -1.0
0.3 -2.0 0.2
-1.5 0.3 3.1

Output
F_max, eV Å⁻¹: 11.03
Structure (SMILES): [H]/N=C\n1cncc1N
HOMO level, hartree: -0.306
E_LUMO, eV: 0.703
Energy relative to the best compared isomer or geometry (same formula, charge and spin), eV: 4.0327
Total charge: 0
Calculated total energy, eV: -10201.9069
Multiplicity: 1

=====

Computed, not measured: the molecule C4H6N4O, with ωB97M-V with the def2-TZVPD basis set.

Element x y z (Å)
H 0.52303 0.68975 1.53561
N 1.53906 0.53944 1.49578
C 2.02481 0.08112 0.34564
N 1.30039 -0.04800 -0.80936
N 0.16107 -0.01093 -0.74501
O -0.31770 1.36116 -0.66746
C -1.66814 1.16286 -0.43444
C -2.19112 -0.06312 -0.13050
C -0.98748 -0.88030 -0.22410
N -0.72683 -2.03490 0.42944
H 0.41998 -2.06084 0.33531
H 3.07458 -0.10654 0.47639
H 1.90732 -0.50767 -1.58733
H -2.04355 2.31192 -0.57335
H -3.01542 -0.43394 0.55339

Forces on the atoms, in the same order (eV/Å):
0.4 0.0 -0.5
1.0 -1.5 -2.6
-0.8 2.3 6.1
16.1 -3.8 -1.6
-16.8 0.3 -0.4
-3.1 -1.5 -0.7
-0.6 4.9 -0.2
1.9 0.5 0.2
3.2 -2.5 3.4
2.8 3.4 -3.2
-3.4 -0.5 0.5
0.5 -0.3 -1.2
-1.8 1.2 0.8
-0.1 -3.3 0.9
0.8 0.9 -1.7

Output
F_max, eV Å⁻¹: 16.86
Structure (SMILES): [H]/N=C\Nn1occ/c1=N/[H]
HOMO level, hartree: -0.320
E_LUMO, eV: 0.523
Energy relative to the best compared isomer or geometry (same formula, charge and spin), eV: 7.0350
Total charge: 0
Calculated total energy, eV: -12245.9434
Multiplicity: 1

=====

Computed, not measured: the ion C4H6N5O with charge +1, with ωB97M-V with the def2-TZVPD basis set.

Element x y z (Å)
N 0.82869 1.46088 0.02718
N 0.09153 0.50574 -0.58338
C -0.44263 -0.54086 -0.00329
N -0.65117 -0.90899 1.24084
C -0.07408 -0.84668 2.41744
N 1.05332 -0.25428 2.61373
O 2.12581 -0.01483 2.23818
C -1.22209 -1.23537 -1.01025
N -1.08580 -0.62129 -2.11335
C -0.25028 0.41040 -2.02382
H 0.66857 2.41231 -0.09209
H 1.73310 1.15812 -0.23033
H -0.56572 -1.12539 3.32229
H -1.92873 -2.07400 -0.84082
H 0.51207 0.30797 -2.68920
H -0.79259 1.36628 -2.27312

Forces on the atoms, in the same order (eV/Å):
1.4 -2.4 1.4
-1.0 -0.3 -1.0
-0.9 -0.1 1.7
-0.1 -0.1 0.8
-0.9 -0.5 -1.4
1.1 1.6 0.9
0.8 -0.4 -0.4
-0.5 -0.4 -1.1
-2.7 -3.4 -1.1
-1.5 4.1 2.0
-1.0 1.7 -0.8
1.8 0.9 0.3
-0.5 -0.3 0.4
0.8 0.6 -0.1
2.8 -0.1 -1.6
0.4 -0.7 0.0

Output
F_max, eV Å⁻¹: 4.78
Structure (SMILES): N[N+]1=C(/N=C\N=O)C=NC1
HOMO level (alpha / beta), hartree: -0.517 / -0.507
E_LUMO (alpha / beta), eV: -6.606 / -5.846
Energy relative to the best compared isomer or geometry (same formula, charge and spin), eV: 6.9013
Total charge: +1
Calculated total energy, eV: -13730.0927
Multiplicity: 1

=====

Computed, not measured: the molecule C4H6N6O, with ωB97M-V with the def2-TZVPD basis set.

Element x y z (Å)
C 1.75842 0.25314 0.38282
C 1.23356 -1.14676 0.28735
N 1.83536 -2.31180 0.41206
O 0.89679 -3.23018 0.10700
N -0.25580 -2.63608 -0.26907
C -0.14156 -1.37883 -0.15904
C -1.53637 -0.31793 -0.54435
N -2.04685 0.29793 0.61752
N -3.14270 -0.44507 1.08930
N -3.47130 -1.22117 0.19775
N -2.65715 -1.08759 -0.91993
H 2.42455 0.28820 1.19158
H 2.51328 0.56429 -0.34945
H 1.02502 1.04783 0.31054
H -1.26577 0.32544 -1.25204
H -1.77721 0.91716 1.34520
H -2.47274 -1.80769 -1.55266

Forces on the atoms, in the same order (eV/Å):
1.3 -0.5 -0.9
-1.0 0.4 -1.3
-0.3 2.0 0.3
0.0 -0.2 -0.3
-1.5 -1.6 -0.2
-0.2 1.9 -0.3
1.8 -3.4 3.8
-2.0 -0.4 0.8
0.7 0.4 -1.1
-0.7 -1.7 -0.4
-0.1 2.2 1.4
0.3 0.6 2.0
-0.4 -0.7 -0.8
-0.3 -0.2 0.6
1.6 2.5 -2.9
1.3 0.4 -0.2
-0.4 -1.7 -0.5

Output
F_max, eV Å⁻¹: 5.36
Structure (SMILES): Cc1nonc1C1NN=NN1
HOMO level, hartree: -0.332
E_LUMO, eV: 0.580
Energy relative to the best compared isomer or geometry (same formula, charge and spin), eV: 6.5675
Total charge: 0
Calculated total energy, eV: -15227.6140
Multiplicity: 1

=====

Computed, not measured: a structure of composition C4H6N8O2, with ωB97M-V with the def2-TZVPD basis set.

Element x y z (Å)
C -3.01755 0.86385 0.12039
C -0.46606 -2.37675 1.86159
C -0.81411 1.11745 -2.37819
C 2.89837 -1.34434 1.05734
N -1.45724 -1.54770 -0.29563
N -1.30806 -2.18944 0.63556
N -0.00498 -0.48984 -0.73830
N 1.16383 -0.55352 -0.17397
N -3.91635 1.47889 -0.35110
N 0.79176 -1.89591 1.84010
N -0.34166 0.44116 -1.45824
N 1.61051 -1.33309 0.82979
O -2.00564 0.50648 0.51370
O -0.99329 -2.94624 2.78010
H -1.31548 2.04929 -2.21124
H -0.85788 0.78636 -3.38270
H 3.23808 -1.71661 2.00571
H 3.36343 -0.82141 0.24900
H -4.78218 1.45514 -0.91882
H 1.43174 -2.01929 2.66863

Forces on the atoms, in the same order (eV/Å):
-3.9 2.7 -2.1
-2.1 -2.1 2.5
-0.7 0.2 -0.3
-2.4 0.6 -1.0
-1.5 -2.9 1.4
0.2 1.1 -1.6
2.1 -0.2 1.8
0.6 2.6 -2.7
-1.0 -0.4 -0.6
2.6 0.8 0.8
1.4 -0.7 0.9
-1.3 -1.1 0.8
3.1 -1.4 2.3
1.4 1.5 -2.0
-0.1 0.7 0.7
0.5 -0.6 -1.2
0.6 -0.3 -0.1
1.2 0.1 0.1
1.1 -0.1 1.0
-1.9 -0.3 -0.6

Output
F_max, eV Å⁻¹: 5.14
HOMO level, hartree: -0.656
E_LUMO, eV: -9.769
Energy relative to the best compared isomer or geometry (same formula, charge and spin), eV: 0.1489
Total charge: +2
Calculated total energy, eV: -20232.9905
Multiplicity: 1

=====

Computed, not measured: a structure of composition C4H6NO, with ωB97M-V with the def2-TZVPD basis set.

Element x y z (Å)
C -1.10043 1.78286 -1.48262
C -0.15806 1.41943 -0.78662
C -0.61217 -0.46319 1.04174
C 0.70310 0.04556 0.42271
N 1.34790 -0.98687 -0.24571
O 2.57871 -0.99337 -0.67341
H -1.93255 2.02335 -2.05169
H -1.02993 -0.96478 0.20545
H -0.36277 -1.10534 1.86534
H -1.32520 0.27921 1.31719
H 1.22823 0.74148 0.98781
H 0.66315 -1.77835 -0.60019

Forces on the atoms, in the same order (eV/Å):
1.2 -0.6 1.0
-0.2 0.1 -0.1
1.5 0.5 -0.7
-1.1 -3.0 -2.0
-3.3 0.3 1.6
0.9 0.1 -0.5
-0.9 0.4 -0.8
-0.9 -1.0 -0.4
-0.2 -0.5 0.4
-0.2 0.8 0.3
1.4 0.8 0.5
1.6 2.1 0.7

Output
F_max, eV Å⁻¹: 3.78
HOMO level (alpha / beta), hartree: -0.067 / -0.067
E_LUMO (alpha / beta), eV: 4.233 / 4.233
Energy relative to the best compared isomer or geometry (same formula, charge and spin), eV: 2.8815
Total charge: -1
Calculated total energy, eV: -7777.5537
Multiplicity: 1

=====

Computed, not measured: a cluster of 2 separate species, C4H6NO in total, with ωB97M-V with the def2-TZVPD basis set.

Element x y z (Å)
C 1.09550 -0.18480 1.44844
C 0.46751 -0.67426 2.44571
C -1.31730 0.69977 -1.14527
C -0.77181 -0.45573 -1.37583
N 0.04741 0.68862 -1.80957
O 1.60429 0.35726 0.52025
H 0.51397 -1.82839 2.50130
H -0.18528 -0.25947 3.14657
H -2.08548 1.43769 -0.97174
H -0.51377 -1.44746 -0.95387
H 0.31890 0.68161 -2.79048
H 0.82606 0.98516 -1.01551

Forces on the atoms, in the same order (eV/Å):
0.5 2.2 -1.6
0.3 -4.2 -0.1
0.2 -1.7 -2.1
-0.4 0.5 2.5
2.5 0.8 3.2
-0.4 -0.9 1.1
0.1 1.9 -0.1
-0.6 1.2 0.8
0.2 0.0 0.1
-0.4 0.7 -1.0
-0.5 0.7 -0.1
-1.7 -1.1 -2.8

Output
F_max, eV Å⁻¹: 4.23
HOMO level, hartree: -0.501
E_LUMO, eV: -4.609
Energy relative to the best compared isomer or geometry (same formula, charge and spin), eV: 3.8637
Total charge: +1
Calculated total energy, eV: -7771.0335
Multiplicity: 1

=====

Computed, not measured: a cluster of 2 separate species, C4H6NO in total, with ωB97M-V with the def2-TZVPD basis set.

Element x y z (Å)
C -4.98175 -4.91350 3.17150
C -3.35507 -5.16191 5.67475
C -4.38558 -5.03921 4.24606
C -2.45340 -4.31519 5.66162
N 3.79402 5.39997 -5.47617
O -1.52345 -3.52520 5.60857
H -5.72090 -4.91040 2.53028
H -3.81522 -6.03022 6.10013
H 4.12447 5.32580 -4.52738
H 4.05917 5.98590 -6.23492
H 4.06623 4.38519 -5.70918
H -1.67454 -2.64235 6.06407

Forces on the atoms, in the same order (eV/Å):
4.6 -0.6 6.8
-5.2 -1.4 -5.0
1.6 0.8 0.3
1.2 1.0 0.3
-0.6 -4.8 0.0
0.1 1.0 0.3
-3.2 0.1 -3.4
0.6 -0.2 1.2
0.5 2.0 0.0
0.9 0.8 0.5
-0.9 2.0 -0.5
0.1 -0.7 -0.4

Output
F_max, eV Å⁻¹: 8.22
HOMO level, hartree: -0.394
E_LUMO, eV: -6.864
Energy relative to the best compared isomer or geometry (same formula, charge and spin), eV: 6.9223
Total charge: +1
Calculated total energy, eV: -7767.9749
Multiplicity: 1

=====

Computed, not measured: the ion C4H6NO with charge +1, with ωB97M-V with the def2-TZVPD basis set.

Element x y z (Å)
C 0.44592 -0.39863 1.27984
C -0.78050 -0.55126 0.74198
C -1.01733 0.29409 -0.48647
C 0.27870 0.53917 -1.21528
N 1.29587 0.30954 -0.53022
O 2.46235 0.13006 -0.45973
H 0.95292 0.49275 1.51801
H 0.97588 -1.12980 1.95099
H -1.58567 -1.37111 1.03403
H -1.84599 -0.25005 -1.20431
H -1.69091 1.15066 -0.40368
H 0.50877 0.78459 -2.22517

Forces on the atoms, in the same order (eV/Å):
0.0 -2.0 1.6
-1.0 -0.7 -0.1
-3.2 -1.4 -2.5
-1.9 0.0 1.2
3.2 -1.9 0.7
-1.2 0.7 -0.3
0.1 1.8 -0.4
-0.9 0.1 -0.8
2.1 1.7 -0.7
2.5 0.6 1.3
0.5 0.6 0.7
-0.3 0.5 -0.8

Output
F_max, eV Å⁻¹: 4.28
Structure (SMILES): C=CCC=[N+]=O
HOMO level, hartree: -0.556
E_LUMO, eV: -7.331
Energy relative to the best compared isomer or geometry (same formula, charge and spin), eV: 5.5465
Total charge: +1
Calculated total energy, eV: -7769.3507
Multiplicity: 1